# 1
DFT (ωB97M-V/def2-TZVPD) results for 2 unconnected molecules or ions with the total composition HN3OS in a non-equilibrium geometry.

## Properties
Relative energy (zero: lowest compared OMol25 entry of this formula, charge and spin) in eV: 0.318
HOMO-LUMO gap (spin up / spin down) in eV: 7.8 / 7.8
Molecular weight in g mol⁻¹: 91.09
Charge: 0
F_max in eV Å⁻¹: 4.8

Element x y z (Å)
N (-1.11450, -0.88622, -0.11188)
N (-0.26934, -1.49637, -0.54206)
N (-1.92213, -0.11540, 0.26953)
O (3.20205, 2.11935, -0.51203)
S (2.90411, 0.84661, 0.16329)
H (-2.80019, -0.46796, 0.73314)

---

# 2
DFT (ωB97M-V/def2-TZVPD) results for 2 unconnected molecules or ions with the total composition HN5OS in a non-equilibrium geometry.

## Properties
Relative energy (zero: lowest compared OMol25 entry of this formula, charge and spin) in eV: 3.459
HOMO-LUMO gap (spin up / spin down) in eV: 2.9 / 2.9
Molecular weight in g mol⁻¹: 119.11
Charge: -2
F_max in eV Å⁻¹: 3.4

Element x y z (Å)
N (-2.17806, -0.74224, 0.67695)
N (-2.07475, -0.56806, -1.88228)
N (-2.35337, -1.64719, -1.40897)
N (-2.48979, -1.81030, -0.08875)
N (-1.89993, 0.30435, 0.04673)
O (-2.67491, -2.97477, 0.37216)
S (-1.37339, 1.82953, 0.37178)
H (15.04420, 5.60867, 1.91239)

---

# 3
DFT (ωB97M-V/def2-TZVPD) results for a single HNOS2 molecule in a non-equilibrium geometry.

## Properties
Relative energy (zero: lowest compared OMol25 entry of this formula, charge and spin) in eV: 2.067
HOMO-LUMO gap in eV: 7.1
Molecular weight in g mol⁻¹: 95.15
Charge: 0
Structure (SMILES): N1OSS1
F_max in eV Å⁻¹: 4.6

Element x y z (Å)
N (0.62662, 0.35877, -0.28526)
O (-0.10025, -0.75103, -0.80715)
S (-1.60636, -0.49251, -0.12738)
S (-0.40224, 0.71439, 1.12141)
H (1.48222, 0.17038, 0.09838)